(1)
ORCA calculation (ωB97M-V with the def2-TZVPD basis set) on a molecular structure, C14H45BO7Sr in a non-equilibrium geometry.

ORCA input file:
```
! wB97M-V def2-TZVPD RIJCOSX def2/J DEFGRID3
* xyz 0 1
Sr -2.781 -1.869 2.575
B -4.337 -3.099 0.702
H -4.755 -2.424 1.579
H -3.606 -3.820 1.305
H -5.192 -3.723 0.158
H -3.686 -2.454 -0.045
C -0.101 -0.086 -1.163
C -1.324 -0.130 -0.270
O -1.126 -0.721 0.964
H 0.333 -1.053 -1.424
H 0.656 0.559 -0.706
H -0.328 0.369 -2.133
H -2.177 -0.536 -0.849
H -1.680 0.922 -0.166
C -0.419 3.346 1.463
C -0.701 2.287 2.499
O 0.254 1.216 2.426
H 0.538 3.805 1.712
H -1.177 4.130 1.548
H -0.471 2.962 0.447
H -1.710 1.888 2.332
H -0.673 2.639 3.530
H -0.068 0.609 1.703
C 3.533 1.534 0.367
C 3.446 2.259 1.689
O 2.957 1.388 2.704
H 4.318 0.780 0.383
H 3.702 2.183 -0.498
H 2.590 1.023 0.156
H 2.803 3.144 1.653
H 4.443 2.568 2.007
H 1.990 1.381 2.625
C -3.972 1.838 -2.730
C -2.844 1.691 -3.719
O -2.151 2.936 -3.929
H -4.408 0.833 -2.666
H -4.756 2.519 -3.054
H -3.715 2.096 -1.701
H -3.331 1.409 -4.658
H -2.124 0.917 -3.458
H -2.175 3.111 -4.872
C 0.057 -0.714 -4.991
C 1.475 -0.981 -5.412
O 1.547 -2.276 -5.975
H -0.569 -1.021 -5.832
H -0.192 0.278 -4.624
H -0.181 -1.394 -4.167
H 2.197 -0.889 -4.584
H 1.860 -0.194 -6.080
H 2.447 -2.426 -6.276
C 0.585 -0.551 5.823
C -0.853 -0.610 5.330
O -0.867 -0.767 3.899
H 1.130 0.313 5.444
H 1.050 -1.502 5.570
H 0.586 -0.424 6.909
H -1.383 0.312 5.582
H -1.303 -1.482 5.806
H -0.297 -0.047 3.545
C 3.385 -3.540 -0.122
C 2.954 -2.093 0.128
O 2.318 -2.034 1.390
H 3.641 -4.037 0.812
H 4.283 -3.537 -0.747
H 2.631 -4.126 -0.646
H 2.281 -1.810 -0.683
H 3.855 -1.477 0.065
H 1.592 -1.402 1.349
*
```

The LUMO energy comes out at -1.18 eV. The gap between HOMO and LUMO comes out at 7.372 eV. The calculation puts the HOMO energy at -8.552 eV. The total energy comes out at -1142.5555 Ha. The calculation puts the maximum force at 0.048 Eh/bohr.

These are the Mulliken partial charges, in e, on atoms 1 to 6: Sr 1.144; B 0.606; H -0.314; H -0.295; H -0.156; H -0.280

=====

(2)
ORCA calculation (ωB97M-V with the def2-TZVPD basis set) on a molecular structure, C35H44BiGeN4O2PSSi in a non-equilibrium geometry.

ORCA input file:
```
! wB97M-V def2-TZVPD RIJCOSX def2/J DEFGRID3
* xyz 2 1
Bi -0.807 0.041 -0.723
C 0.073 7.069 -2.490
Si 0.295 5.653 -1.220
C -0.297 6.248 0.408
C 2.098 5.059 -1.209
C -0.818 4.242 -1.891
C -1.683 4.487 -3.000
C -2.395 3.463 -3.644
C -2.373 2.238 -3.050
N -1.632 1.945 -1.936
C -0.810 2.895 -1.426
S 0.182 2.280 -0.097
H 0.777 7.832 -2.276
H -0.902 7.555 -2.417
H 0.218 6.616 -3.443
H 0.251 7.146 0.514
H 0.013 5.533 1.211
H -1.354 6.343 0.538
H 2.664 5.597 -0.510
H 2.578 5.421 -2.129
H 2.273 4.008 -1.023
H -1.751 5.533 -3.298
H -3.144 3.601 -4.446
H -2.939 1.451 -3.495
C -3.959 -1.301 5.562
N -4.211 -0.315 6.639
C -3.057 0.668 6.622
N -2.846 1.223 5.351
C -2.721 0.190 4.333
N -3.816 -0.784 4.261
C -5.087 -0.074 3.833
P -5.584 1.354 4.795
C -5.431 0.502 6.445
C -3.915 2.158 4.986
H -4.782 -2.007 5.616
H -3.032 -1.856 5.783
H -4.224 -0.723 7.559
H -2.216 0.037 6.943
H -3.295 1.393 7.379
H -1.799 -0.406 4.465
H -2.714 0.685 3.400
H -5.816 -0.880 3.727
H -4.913 0.244 2.822
H -6.247 -0.148 6.609
H -5.425 1.301 7.190
H -3.976 2.853 5.756
H -3.585 2.676 4.069
O -1.729 -1.300 -2.523
C -0.623 -1.456 -3.011
O 0.360 -0.679 -2.598
C -0.265 -2.499 -3.982
C 1.216 -2.688 -4.129
Ge 2.329 -2.828 -2.518
C 3.698 -1.383 -2.526
C 3.405 -0.165 -3.118
C 4.294 0.888 -3.128
C 5.530 0.685 -2.504
C 5.904 -0.588 -2.001
C 4.935 -1.569 -1.958
C 3.042 -4.662 -2.425
C 2.154 -5.715 -2.697
C 2.590 -7.041 -2.621
C 3.941 -7.318 -2.402
C 4.845 -6.298 -2.254
C 4.405 -4.967 -2.274
C 1.302 -2.557 -0.793
C 1.689 -1.486 0.046
C 1.188 -1.326 1.319
C 0.252 -2.270 1.775
C -0.190 -3.266 0.955
C 0.367 -3.460 -0.319
H -0.733 -2.091 -4.904
H -0.835 -3.387 -3.780
H 1.549 -1.816 -4.614
H 1.499 -3.517 -4.740
H 2.391 0.065 -3.408
H 3.942 1.890 -3.363
H 6.275 1.464 -2.399
H 6.881 -0.752 -1.596
H 5.283 -2.565 -1.443
H 0.990 -5.582 -2.765
H 1.869 -7.817 -2.726
H 4.317 -8.336 -2.338
H 5.840 -6.466 -2.112
H 5.120 -4.171 -2.266
H 2.455 -0.794 -0.221
H 1.555 -0.611 2.035
H -0.020 -2.344 2.809
H -0.893 -3.971 1.318
H 0.012 -4.295 -0.891
*
```

The LUMO energy comes out at -5.84 eV. The gap between HOMO and LUMO comes out at 6.649 eV. The calculation puts the HOMO energy at -12.491 eV. The total energy comes out at -5049.6419 Ha. The calculation puts the maximum force at 0.066 Eh/bohr.

These are the Mulliken partial charges, in e, on atoms 1 to 6: Bi 1.309; C -1.298; Si 0.309; C -0.997; C -1.057; C 0.257

=====

(3)
ORCA calculation (ωB97M-V with the def2-TZVPD basis set) on a molecular structure, C42H103N9O4 in a non-equilibrium geometry.

ORCA input file:
```
! wB97M-V def2-TZVPD RIJCOSX def2/J DEFGRID3
* xyz 0 1
C -0.703 -2.605 -3.088
C -1.505 -2.245 -4.334
N -0.640 -2.303 -5.532
C -1.103 -1.347 -6.529
C -0.969 0.088 -6.026
C -0.523 -3.665 -6.025
C 0.678 -3.856 -6.965
H 0.144 -1.926 -3.000
H -0.325 -3.628 -3.099
H -1.371 -2.524 -2.228
H -2.360 -2.927 -4.437
H -1.844 -1.220 -4.229
H -0.431 -1.450 -7.383
H -2.144 -1.511 -6.847
H -1.411 0.795 -6.724
H -1.380 0.216 -5.022
H 0.076 0.359 -5.849
H -1.449 -3.999 -6.520
H -0.401 -4.340 -5.179
H 0.493 -3.336 -7.906
H 0.677 -4.911 -7.255
H 1.626 -3.577 -6.516
C -0.476 6.405 -1.529
C 0.339 5.110 -1.562
N 1.180 5.035 -2.749
C 2.312 5.959 -2.726
C 3.328 5.783 -1.588
C 1.656 3.654 -2.927
C 0.623 2.843 -3.749
H -0.998 6.489 -2.477
H 0.135 7.272 -1.276
H -1.178 6.351 -0.693
H 0.899 4.961 -0.623
H -0.336 4.251 -1.553
H 2.832 5.938 -3.685
H 1.893 6.968 -2.657
H 3.853 4.831 -1.669
H 4.075 6.575 -1.681
H 2.848 5.909 -0.618
H 1.796 3.145 -1.965
H 2.603 3.584 -3.463
H 0.902 1.792 -3.644
H 0.647 3.174 -4.784
H -0.379 2.995 -3.349
C 4.992 -2.676 1.284
C 3.647 -1.955 1.374
N 3.311 -1.012 0.298
C 3.418 -1.661 -1.017
C 2.554 -2.924 -1.105
C 4.125 0.199 0.403
C 3.605 1.076 1.525
H 5.846 -2.000 1.276
H 5.048 -3.322 0.405
H 5.074 -3.365 2.126
H 2.867 -2.713 1.489
H 3.571 -1.435 2.330
H 3.050 -0.936 -1.744
H 4.446 -1.938 -1.272
H 1.608 -2.771 -0.574
H 2.321 -3.162 -2.140
H 2.989 -3.789 -0.602
H 3.990 0.781 -0.514
H 5.208 0.049 0.480
H 4.095 2.051 1.615
H 3.715 0.676 2.536
H 2.546 1.321 1.406
C -0.608 1.573 3.273
C -0.606 2.974 3.896
N -1.813 3.751 3.627
C -2.961 3.191 4.340
C -4.301 3.669 3.836
C -1.667 5.160 3.927
C -0.774 5.907 2.892
H 0.342 1.069 3.464
H -0.708 1.566 2.185
H -1.422 0.964 3.666
H -0.451 2.837 4.977
H 0.276 3.494 3.523
H -2.849 3.288 5.432
H -2.920 2.113 4.154
H -4.392 3.518 2.763
H -4.470 4.720 4.078
H -5.150 3.165 4.302
H -2.617 5.682 3.832
H -1.284 5.353 4.941
H -0.903 6.968 3.100
H 0.234 5.506 2.868
H -1.194 5.725 1.900
C 1.260 -4.693 2.743
C 0.146 -4.346 3.710
N -1.004 -5.264 3.595
C -0.744 -6.661 3.917
C -0.437 -6.990 5.391
C -2.135 -4.750 4.399
C -2.773 -3.531 3.735
H 0.992 -4.503 1.705
H 1.579 -5.717 2.938
H 2.133 -4.068 2.950
H 0.507 -4.443 4.743
H -0.183 -3.330 3.512
H -1.573 -7.287 3.582
H 0.106 -6.995 3.318
H 0.585 -6.772 5.711
H -1.108 -6.452 6.060
H -0.542 -8.059 5.583
H -1.810 -4.517 5.420
H -2.873 -5.553 4.471
H -2.151 -2.647 3.881
H -3.753 -3.318 4.165
H -2.888 -3.622 2.655
C -0.435 -1.587 1.371
C -0.570 -0.740 0.119
O -1.655 -0.753 -0.466
N 0.506 -0.086 -0.312
C 0.494 0.765 -1.486
H -0.452 -2.649 1.143
H -1.215 -1.303 2.077
H 0.481 -1.323 1.912
H 1.443 -0.309 0.017
H 1.419 1.342 -1.534
H -0.339 1.467 -1.476
H 0.445 0.179 -2.410
C 1.061 4.191 0.369
C 2.471 4.229 -0.173
O 2.918 3.347 -0.890
N 3.197 5.326 0.131
C 4.568 5.539 -0.235
H 1.093 4.017 1.443
H 0.481 3.421 -0.131
H 0.592 5.153 0.154
H 2.773 6.100 0.611
H 4.857 6.583 -0.112
H 4.815 5.254 -1.257
H 5.231 5.006 0.458
C -1.759 -4.966 -0.149
C -2.765 -6.118 -0.024
O -3.062 -6.804 -0.991
N -3.229 -6.332 1.225
C -4.123 -7.392 1.595
H -1.594 -4.782 -1.206
H -0.818 -5.328 0.267
H -2.168 -4.090 0.349
H -2.771 -5.770 1.928
H -4.970 -7.072 2.201
H -3.598 -8.199 2.115
H -4.528 -7.872 0.706
C -3.112 1.265 -2.990
C -3.429 2.173 -1.828
O -4.240 3.091 -1.929
N -2.818 1.873 -0.672
C -3.100 2.522 0.581
H -2.964 0.238 -2.650
H -2.214 1.580 -3.525
H -3.957 1.285 -3.675
H -2.284 1.014 -0.573
H -2.323 3.264 0.795
H -3.163 1.836 1.425
H -4.001 3.133 0.624
*
```

The LUMO energy comes out at 0.18 eV. The gap between HOMO and LUMO comes out at 6.490 eV. The calculation puts the HOMO energy at -6.312 eV. The total energy comes out at -2455.1068 Ha. The calculation puts the maximum force at 0.361 Eh/bohr.

These are the Mulliken partial charges, in e, on atoms 1 to 6: C -0.429; C -1.039; N 0.328; C -0.525; C -0.198; C -0.467